# 1
{
  "formula": "H22O11",
  "method": "ωB97M-V/def2-TZVPD",
  "smiles": "O.O.O.O.O.O.O.O.O.O.O",
  "max_force_ev_per_a": 0.88,
  "e_above_lowest_kj_mol": 77.1,
  "homo_lumo_gap_ha": 0.3900,
  "elements": ["O", "H", "H", "O", "H", "H", "O", "H", "H", "O", "H", "H", "O", "H", "H", "O", "H", "H", "O", "H", "H", "O", "H", "H", "O", "H", "H", "O", "H", "H", "O", "H", "H"],
  "positions_angstrom": [[-1.62336, -2.79604, -1.31457], [-1.67721, -1.99471, -1.88467], [-1.40334, -3.50838, -1.92459], [0.25852, 3.69452, 0.98000], [0.54212, 4.29878, 1.67268], [-0.33550, 3.07117, 1.42441], [2.91406, 0.39167, 0.32006], [3.75666, -0.00459, 0.07708], [2.92027, 1.27834, -0.09851], [1.11477, -1.51013, -1.56804], [2.06117, -1.56498, -1.38292], [0.74994, -2.36160, -1.27999], [-2.42388, 0.60740, -1.72609], [-2.43783, 0.65365, -0.76223], [-2.41689, 1.52671, -2.01677], [0.22250, -1.19677, 3.52952], [-0.27277, -1.33310, 2.70866], [1.06260, -0.81880, 3.24873], [2.34621, 2.97162, -0.72989], [2.39821, 2.96577, -1.69320], [1.39690, 3.02933, -0.52785], [-1.61448, 1.89272, 2.26478], [-1.26076, 1.31652, 1.56202], [-2.32963, 1.39057, 2.66660], [-0.90857, -1.00034, -3.38432], [-0.12002, -1.16285, -2.82802], [-1.50193, -0.45577, -2.82560], [-0.11582, 0.22763, 0.54603], [0.72536, 0.67581, 0.71989], [0.13445, -0.55215, 0.03161], [-1.00576, -3.16754, 1.65728], [-0.95909, -2.89554, 0.72790], [-0.19689, -3.66889, 1.81003]],
  "forces_ev_per_a": [[0.26, 0.45, 0.11], [0.04, -0.87, 0.12], [-0.19, 0.07, -0.08], [-0.11, -0.25, -0.08], [0.06, -0.04, -0.07], [-0.13, 0.32, 0.15], [0.10, 0.09, -0.28], [0.01, 0.06, 0.17], [-0.12, -0.07, 0.14], [0.14, -0.55, 0.46], [-0.12, 0.25, -0.01], [-0.04, 0.12, -0.14], [-0.26, 0.26, 0.19], [0.14, -0.08, -0.07], [0.01, -0.09, -0.01], [0.10, 0.04, -0.08], [0.05, -0.14, 0.15], [-0.10, 0.06, 0.02], [-0.04, -0.30, -0.41], [0.03, 0.04, 0.09], [0.18, 0.28, 0.36], [0.04, -0.03, -0.50], [-0.12, -0.27, 0.39], [0.10, 0.05, 0.09], [-0.12, -0.14, 0.50], [-0.26, 0.42, -0.52], [0.46, 0.15, -0.42], [-0.01, 0.17, 0.16], [0.01, -0.27, -0.08], [0.09, 0.22, -0.19], [0.25, 0.19, -0.27], [-0.34, -0.22, -0.03], [-0.09, 0.05, 0.13]],
  "nbo_charge": [-0.9885, 0.4955, 0.4792, -0.9812, 0.4832, 0.4986, -0.9957, 0.4697, 0.5069, -0.9657, 0.4967, 0.4893, -0.9577, 0.4939, 0.4874, -0.9545, 0.4880, 0.4622, -0.9682, 0.4727, 0.5085, -0.9877, 0.4942, 0.4883, -0.9891, 0.4865, 0.4859, -1.0012, 0.4994, 0.5041, -0.9527, 0.4838, 0.4682]
}



# 2
{
  "formula": "H22O11",
  "method": "ωB97M-V/def2-TZVPD",
  "smiles": "O.O.O.O.O.O.O.O.O.O.O",
  "max_force_ev_per_a": 3.42,
  "e_above_lowest_kj_mol": 491.3,
  "homo_lumo_gap_ha": 0.2851,
  "elements": ["O", "H", "H", "O", "H", "H", "O", "H", "H", "O", "H", "H", "O", "H", "H", "O", "H", "H", "O", "H", "H", "O", "H", "H", "O", "H", "H", "O", "H", "H", "O", "H", "H"],
  "positions_angstrom": [[-0.13590, -0.59728, -1.10568], [0.10159, 0.16255, -0.56231], [-0.55613, -1.20560, -0.48735], [3.45636, 0.43994, 1.09113], [2.87613, 1.20748, 1.14768], [3.67206, 0.24087, 2.00919], [-3.40937, 2.31796, -0.74366], [-3.93499, 2.40828, -1.54650], [-4.03846, 2.48113, -0.03190], [0.77504, 4.38033, 0.20507], [1.30241, 3.77318, 0.73634], [1.25844, 5.21291, 0.25126], [-4.73337, -1.08553, -1.71826], [-5.09906, -1.87632, -1.30606], [-5.19102, -0.35945, -1.27967], [2.81744, -1.63823, -1.73376], [3.44548, -2.36239, -1.83449], [3.36563, -0.88513, -1.48611], [-2.57276, -3.82244, 1.88129], [-1.89100, -3.83373, 2.56251], [-2.61455, -2.89951, 1.60662], [-1.09748, 1.62145, 2.40534], [-1.61980, 2.34870, 2.76210], [-1.71607, 0.88309, 2.37125], [1.76501, -3.61209, 0.06658], [2.54290, -3.05345, -0.04200], [2.12572, -4.47075, 0.31474], [4.40708, 0.58742, -1.06844], [4.96538, 1.36673, -1.16828], [4.80325, 0.10789, -0.33217], [-1.86405, 0.65896, -1.33758], [-1.14150, 1.26339, -1.13366], [-2.06441, 0.23963, -0.49319]],
  "forces_ev_per_a": [[2.78, -1.83, 0.79], [0.32, -0.50, -0.03], [0.33, -0.17, -0.18], [-0.21, -0.11, 1.43], [0.03, -0.12, -0.20], [-0.19, -0.05, 0.09], [-1.15, 0.90, 0.68], [0.19, -0.11, -0.07], [-0.09, 0.27, -0.02], [0.19, 0.02, 0.13], [-0.14, 0.03, -0.05], [-0.08, -0.04, -0.06], [-0.16, -0.05, 0.23], [0.03, 0.00, -0.10], [0.13, 0.01, -0.09], [0.26, -0.48, 0.23], [-0.07, 0.06, -0.28], [-0.08, 0.33, -0.22], [0.02, 0.20, 0.14], [-0.02, -0.07, -0.09], [-0.01, -0.14, -0.06], [-0.12, -0.09, 0.07], [0.10, 0.02, -0.10], [0.09, 0.06, 0.00], [0.19, -0.43, 0.32], [-0.30, 0.37, -0.23], [-0.15, 0.01, 0.02], [0.93, 0.19, -0.93], [-0.10, -0.11, -0.22], [-0.27, 0.28, 0.04], [-1.69, 1.17, -0.55], [-0.59, 0.07, -0.23], [-0.19, 0.32, -0.43]],
  "nbo_charge": [-0.8890, 0.4368, 0.4515, -0.9429, 0.4771, 0.4671, -0.9212, 0.4713, 0.4480, -0.9285, 0.4619, 0.4669, -0.9260, 0.4638, 0.4628, -0.9391, 0.4472, 0.4860, -0.9315, 0.4687, 0.4629, -0.9392, 0.4735, 0.4659, -0.9366, 0.4767, 0.4543, -0.9514, 0.4772, 0.4849, -0.8824, 0.4453, 0.4380]
}



# 3
{
  "formula": "H22O11",
  "method": "ωB97M-V/def2-TZVPD",
  "smiles": "O.O.O.O.O.O.O.O.O.O.O",
  "max_force_ev_per_a": 5.05,
  "e_above_lowest_kj_mol": 519.9,
  "homo_lumo_gap_ha": 0.3435,
  "elements": ["O", "H", "H", "O", "H", "H", "O", "H", "H", "O", "H", "H", "O", "H", "H", "O", "H", "H", "O", "H", "H", "O", "H", "H", "O", "H", "H", "O", "H", "H", "O", "H", "H"],
  "positions_angstrom": [[0.17584, -0.23477, 0.82267], [0.99984, 0.10163, 0.32865], [0.61814, -1.01240, 1.18890], [3.31660, 1.00614, -2.04932], [3.30004, 1.81373, -1.57320], [3.13295, 0.24800, -1.39717], [-0.65835, -3.50734, 0.78902], [-0.73962, -3.81512, -0.06398], [0.28194, -3.26441, 1.01219], [3.44354, -2.53767, -1.45454], [2.94032, -3.05806, -0.74897], [4.25539, -3.00533, -1.46258], [-2.17430, -1.06282, -0.43553], [-2.12001, -1.98516, -0.52929], [-2.42626, -0.93727, 0.50880], [2.72936, -1.17722, 2.78232], [3.21590, -0.84366, 2.05959], [1.94841, -1.59516, 2.40358], [-2.84250, 1.29676, 2.78750], [-2.80229, 0.42204, 2.60143], [-2.25921, 1.53915, 3.49387], [-4.48938, -0.59855, -1.52688], [-3.59237, -0.91134, -1.19308], [-4.46438, -0.51481, -2.47895], [-1.60476, 1.10583, -1.53252], [-2.40215, 0.79984, -2.00364], [-1.63761, 0.85110, -0.55780], [1.81576, 3.72355, 1.04956], [0.91346, 3.84694, 0.60166], [2.25118, 4.50973, 1.31990], [0.07167, 2.20358, -1.44121], [-0.56752, 2.51246, -0.81675], [0.88591, 2.55812, -1.02168]],
  "forces_ev_per_a": [[2.89, 0.33, -0.92], [-2.21, 0.05, 0.63], [-0.80, -0.05, 0.26], [-0.30, -2.98, 0.58], [-0.08, 1.04, 0.91], [0.48, 1.89, -1.53], [1.28, 1.56, 3.83], [0.37, -1.09, -2.96], [-1.66, -0.71, -0.92], [-2.37, -0.53, 1.87], [0.85, 1.15, -1.54], [1.51, -0.56, -0.27], [-0.74, 0.99, 1.62], [0.42, -2.08, 0.01], [0.38, -0.21, -0.93], [-0.96, -0.78, 1.20], [0.93, 0.65, -1.29], [0.22, 0.08, 0.26], [-0.96, 4.36, 0.04], [0.48, -4.08, -0.44], [0.50, -0.26, 0.42], [0.48, -0.36, 0.57], [-1.23, 0.73, -0.76], [0.13, -0.10, -0.19], [-2.94, -1.26, 0.61], [0.17, -0.03, 1.12], [-0.35, 0.06, -2.49], [-2.22, -1.91, -1.34], [2.31, 0.55, 1.31], [-0.11, 1.38, 0.03], [4.47, 2.15, 0.93], [-1.01, 0.17, 0.10], [0.05, -0.15, -0.73]],
  "nbo_charge": [-0.9112, 0.4774, 0.4312, -0.9369, 0.4666, 0.4708, -0.9389, 0.4728, 0.4675, -0.9277, 0.4573, 0.4712, -0.9108, 0.4802, 0.4828, -0.9094, 0.4681, 0.4430, -0.9331, 0.4579, 0.4760, -0.9936, 0.4813, 0.4607, -0.9476, 0.4700, 0.4814, -0.9708, 0.4856, 0.4836, -0.8925, 0.4615, 0.4256]
}



# 4
{
  "formula": "H22O11",
  "method": "ωB97M-V/def2-TZVPD",
  "smiles": "O.O.O.O.O.O.O.O.O.O.O",
  "max_force_ev_per_a": 0.82,
  "e_above_lowest_kj_mol": 199.1,
  "homo_lumo_gap_ha": 0.3240,
  "elements": ["O", "H", "H", "O", "H", "H", "O", "H", "H", "O", "H", "H", "O", "H", "H", "O", "H", "H", "O", "H", "H", "O", "H", "H", "O", "H", "H", "O", "H", "H", "O", "H", "H"],
  "positions_angstrom": [[-2.45096, -2.27979, -0.11634], [-2.32777, -1.58996, -0.79261], [-3.06109, -1.90005, 0.52234], [-2.45131, -0.28278, -2.11824], [-2.82412, 0.40386, -1.55054], [-2.53203, 0.06943, -3.01441], [-1.40380, 0.48506, 1.67435], [-1.66497, 1.26864, 1.16890], [-2.23225, 0.07997, 1.95745], [0.28593, 3.21476, 0.61753], [0.32861, 2.47805, -0.01500], [-0.24847, 3.88600, 0.17987], [1.84281, -2.74149, -1.43898], [1.46340, -2.01028, -0.92261], [1.49215, -2.62757, -2.32741], [-0.49502, -3.52317, 2.11892], [-0.10167, -4.26693, 1.65187], [-0.91588, -2.99826, 1.42638], [0.48738, -0.56312, -0.08262], [0.26360, -0.25697, -0.97393], [-0.18936, -0.15593, 0.50209], [2.89273, 2.21834, -2.08240], [2.05141, 1.91041, -1.73737], [3.35151, 2.57546, -1.31324], [-0.11457, 1.58294, -1.69690], [0.05161, 2.26547, -2.36544], [-1.06962, 1.47549, -1.69525], [3.22579, -0.88117, 0.89871], [3.49452, -1.63588, 0.36311], [2.31847, -0.69016, 0.61277], [0.45832, 1.27037, 3.67327], [0.17383, 2.13827, 3.97537], [-0.09917, 1.08100, 2.90036]],
  "forces_ev_per_a": [[0.09, 0.33, 0.00], [0.01, -0.55, 0.20], [-0.11, -0.16, -0.02], [0.07, 0.73, 0.02], [-0.31, -0.19, -0.11], [-0.04, -0.28, 0.01], [-0.50, 0.31, -0.54], [0.13, 0.11, 0.34], [0.19, -0.12, 0.16], [-0.29, -0.26, 0.01], [0.09, 0.31, 0.13], [0.13, 0.02, 0.01], [-0.05, 0.22, 0.05], [-0.03, -0.39, -0.03], [0.06, -0.04, 0.03], [-0.13, 0.03, 0.01], [0.02, 0.08, -0.01], [0.06, -0.08, -0.14], [-0.45, 0.31, -0.14], [0.18, 0.02, 0.29], [0.49, -0.64, -0.13], [-0.08, 0.23, -0.09], [0.14, -0.23, 0.21], [-0.01, -0.10, -0.03], [0.00, 0.57, -0.46], [0.07, -0.14, 0.05], [-0.02, -0.21, -0.12], [-0.06, 0.04, -0.14], [-0.04, 0.04, 0.02], [0.21, -0.04, 0.16], [-0.19, 0.02, -0.11], [0.08, -0.01, -0.05], [0.27, 0.06, 0.44]],
  "nbo_charge": [-0.9471, 0.4854, 0.4556, -0.9443, 0.4648, 0.4959, -0.9446, 0.4812, 0.4946, -0.9518, 0.4819, 0.4597, -0.9560, 0.4863, 0.4605, -0.9532, 0.4698, 0.4807, -0.9947, 0.4829, 0.5024, -0.9412, 0.4611, 0.4806, -0.9670, 0.4984, 0.4776, -0.9598, 0.4690, 0.4824, -0.9468, 0.4585, 0.4774]
}